[1]
Below is a cluster of 14 separate species, C43H86Br26IO2P in total at a distorted geometry, with properties calculated with ωB97M-V/def2-TZVPD.

Last column: Löwdin charge in e.
Atoms and positions in Å:
C (4.1634, 1.1102, 4.7147)  0.06
C (5.1701, 1.6228, 3.9331)  -0.08
C (5.3832, 0.9408, 2.6744)  -0.59
O (5.4709, -0.2551, 2.5679)  0.00
O (5.4613, 1.7767, 1.5926)  -0.17
C (4.1531, 1.8612, 0.9632)  -0.17
C (3.1734, 2.7961, 1.6611)  -0.16
C (3.8478, 4.0869, 2.1374)  -0.17
C (2.9271, 5.3342, 2.1483)  -0.19
C (2.6174, 5.9432, 3.5269)  -0.24
C (1.2869, 5.3735, 4.1273)  -0.34
P (1.7211, 4.1879, 5.5256)  0.57
I (2.4885, 2.7797, 7.6327)  0.21
C (0.0772, 3.3966, 5.5785)  -0.44
C (-0.3003, 2.6935, 4.2287)  -0.23
C (-0.7281, 1.2324, 4.3702)  -0.20
C (-1.8663, 0.7750, 3.4261)  -0.18
C (-1.9794, 1.5206, 2.0906)  -0.21
C (-0.6860, 1.4968, 1.2794)  -0.26
C (-0.5897, 2.5676, 0.2036)  -0.26
C (-0.8506, 4.0120, 0.6743)  -0.09
H (4.2398, 0.1704, 5.2403)  0.08
H (3.2746, 1.7033, 4.8367)  -0.01
H (5.7383, 2.4953, 4.2354)  0.01
H (3.7373, 0.8581, 0.9036)  0.11
H (4.3466, 2.1863, -0.0544)  0.13
H (2.7366, 2.2795, 2.5139)  0.09
H (2.3628, 2.9947, 0.9654)  0.10
H (4.3046, 3.9298, 3.1072)  0.08
H (4.6581, 4.2747, 1.4381)  0.11
H (2.0209, 5.1141, 1.5939)  0.08
H (3.4410, 6.1005, 1.5735)  0.10
H (2.4551, 7.0018, 3.3576)  0.10
H (3.4571, 5.7987, 4.2056)  0.09
H (0.7744, 4.9134, 3.2907)  0.05
H (0.7191, 6.2300, 4.4776)  0.05
H (2.8188, 3.7082, 4.8110)  -0.02
H (1.9329, 5.2931, 6.3475)  -0.02
H (0.1018, 2.6263, 6.3319)  -0.04
H (-0.6947, 4.1138, 5.8106)  0.03
H (-1.0553, 3.3113, 3.7647)  0.09
H (0.5936, 2.7202, 3.6108)  0.07
H (0.1112, 0.5432, 4.2918)  -0.01
H (-1.1069, 1.1123, 5.3834)  0.11
H (-1.7066, -0.2727, 3.1757)  0.10
H (-2.8168, 0.8221, 3.9490)  0.11
H (-2.3477, 2.5233, 2.2863)  0.09
H (-2.7594, 1.0325, 1.5084)  0.11
H (0.1716, 1.4821, 1.9466)  0.08
H (-0.6806, 0.5342, 0.7768)  0.00
H (0.4238, 2.5487, -0.1941)  0.07
H (-1.2431, 2.3532, -0.6355)  0.06
H (0.0016, 4.6549, 0.4717)  0.05
H (-1.0502, 4.0973, 1.7344)  0.04
H (-1.6732, 4.4421, 0.1147)  0.07
Br (1.0090, -1.1055, 0.2143)  0.77
C (1.4507, -1.3476, -1.6680)  -0.65
C (1.5172, -0.0457, -2.4155)  -0.65
Br (-0.2647, 0.6246, -2.7997)  0.67
H (0.7089, -2.0253, -2.0777)  0.02
H (2.4242, -1.8352, -1.6609)  0.07
H (1.9855, -0.1829, -3.3892)  0.05
H (2.0472, 0.7272, -1.8676)  0.05
Br (-2.4322, -6.0432, -1.8987)  0.65
C (-0.9974, -4.8173, -1.4379)  -0.70
C (-1.2019, -4.2241, -0.0722)  -0.72
Br (-2.5769, -2.8549, -0.0789)  0.62
H (-0.9600, -4.0709, -2.2278)  0.03
H (-0.0870, -5.4142, -1.4573)  0.06
H (-0.2995, -3.7223, 0.2662)  -0.04
H (-1.5008, -4.9635, 0.6633)  0.05
Br (-5.8968, -2.7515, -2.6760)  0.67
C (-5.9795, -4.6353, -2.2049)  -0.68
C (-7.2774, -4.9831, -1.5318)  -0.72
Br (-7.3172, -4.3771, 0.3198)  0.62
H (-5.1097, -4.8404, -1.5891)  -0.01
H (-5.8869, -5.1683, -3.1488)  0.06
H (-7.4026, -6.0615, -1.4796)  0.05
H (-8.1399, -4.5457, -2.0198)  0.01
Br (7.0926, 0.0533, 0.3804)  0.88
C (8.0112, 0.4385, -1.2952)  -0.66
C (9.4772, 0.0990, -1.2353)  -0.70
Br (10.4799, 1.4257, -0.2223)  0.59
H (7.8355, 1.4867, -1.5153)  0.05
H (7.5151, -0.1777, -2.0422)  0.05
H (9.9176, 0.1090, -2.2299)  0.05
H (9.6638, -0.8608, -0.7667)  0.05
Br (1.6693, -2.2489, -6.4358)  0.67
C (1.3059, -3.1701, -4.7666)  -0.70
C (0.7268, -4.5377, -5.0072)  -0.68
Br (-1.1401, -4.4069, -5.5195)  0.62
H (0.6454, -2.5302, -4.1897)  0.02
H (2.2703, -3.2427, -4.2662)  0.06
H (0.7377, -5.1263, -4.0915)  0.05
H (1.2427, -5.0822, -5.7907)  0.05
Br (9.5231, 2.3575, 7.7747)  0.61
C (9.4527, 2.1343, 5.8450)  -0.70
C (9.2746, 3.4504, 5.1383)  -0.67
Br (7.4432, 4.0940, 5.2727)  0.68
H (8.6500, 1.4346, 5.6376)  0.05
H (10.4050, 1.6859, 5.5727)  0.06
H (9.4608, 3.3358, 4.0728)  0.06
H (9.9117, 4.2330, 5.5350)  0.05
Br (2.0106, -4.4663, 1.9575)  0.63
C (3.2387, -3.0710, 2.5457)  -0.69
C (3.0046, -2.6994, 3.9807)  -0.66
Br (1.4277, -1.5715, 4.2178)  0.70
H (3.1186, -2.2356, 1.8678)  0.00
H (4.2315, -3.4953, 2.4240)  0.07
H (3.8348, -2.1005, 4.3441)  0.04
H (2.8666, -3.5632, 4.6226)  0.05
Br (-3.2812, -0.3748, -7.8012)  0.59
C (-4.9791, -0.7658, -6.9297)  -0.69
C (-4.8160, -1.7666, -5.8189)  -0.73
Br (-4.5995, -3.5685, -6.5152)  0.59
H (-5.6600, -1.1024, -7.7037)  0.05
H (-5.3218, 0.1867, -6.5328)  0.06
H (-5.7113, -1.8073, -5.2085)  -0.02
H (-3.9573, -1.5661, -5.1866)  0.05
Br (-12.2781, -7.4805, 0.8331)  0.61
C (-10.9725, -6.0501, 0.6463)  -0.70
C (-11.2032, -5.2501, -0.6054)  -0.67
Br (-10.5967, -6.2027, -2.1905)  0.66
H (-9.9915, -6.5111, 0.6770)  0.04
H (-11.1053, -5.4224, 1.5238)  0.06
H (-10.6175, -4.3334, -0.5802)  0.05
H (-12.2477, -5.0078, -0.7705)  0.01
Br (-13.2694, -3.9280, -5.4692)  0.60
C (-13.3665, -5.8126, -4.9998)  -0.70
C (-14.6637, -6.1514, -4.3182)  -0.69
Br (-14.6852, -5.5453, -2.4707)  0.62
H (-12.5013, -6.0275, -4.3827)  -0.02
H (-13.2840, -6.3475, -5.9431)  0.06
H (-14.7932, -7.2299, -4.2671)  0.06
H (-15.5250, -5.7061, -4.8039)  0.05
Br (4.1064, -3.9872, -8.7115)  0.59
C (4.3617, -2.0987, -9.0864)  -0.73
C (5.7478, -1.8081, -9.5916)  -0.69
Br (7.0565, -1.8393, -8.1528)  0.60
H (4.1258, -1.5646, -8.1726)  -0.04
H (3.6228, -1.8572, -9.8471)  0.06
H (5.7966, -0.8022, -10.0021)  0.06
H (6.0821, -2.5210, -10.3371)  0.05
Br (-0.3830, 7.4666, 7.3039)  0.63
C (-2.0029, 6.9080, 8.2288)  -0.69
C (-1.7157, 5.8486, 9.2578)  -0.68
Br (-1.4076, 4.1232, 8.4230)  0.69
H (-2.6997, 6.5752, 7.4674)  0.05
H (-2.3869, 7.8075, 8.7039)  0.06
H (-2.5753, 5.7101, 9.9092)  0.06
H (-0.8399, 6.0674, 9.8591)  0.05
Br (1.7087, 3.5510, -5.0157)  0.60
C (1.1292, 2.9321, -6.7636)  -0.69
C (1.3951, 1.4650, -6.9513)  -0.70
Br (3.2795, 1.1166, -7.3000)  0.62
H (1.6324, 3.5509, -7.4985)  0.05
H (0.0600, 3.1277, -6.7960)  0.06
H (0.8681, 1.0936, -7.8272)  0.06
H (1.1198, 0.8693, -6.0872)  0.01

HOMO-LUMO gap in eV: 7.543
Total charge: 0
Molar mass in u: 2870.5



[2]
Below is a cluster of 8 separate species, C36H71F3NO15 in total at a distorted geometry, with properties calculated with ωB97M-V/def2-TZVPD.

Last column: Löwdin charge in e.
Atoms and positions in Å:
C (-6.7061, 1.8748, 2.8638)  -0.12
C (-7.9589, 1.7412, 1.9004)  -0.40
C (-7.7928, 2.8264, 0.7225)  -0.12
C (-8.2517, 0.2543, 1.3755)  -0.37
N (-7.0644, -0.5840, 1.1470)  -0.19
C (-6.5110, -0.3467, -0.2196)  -0.33
C (-4.9258, -0.2745, -0.0402)  -0.21
O (-4.2377, 0.5046, -1.0672)  -0.17
C (-3.1107, 1.0881, -0.3917)  -0.12
C (-2.0469, 1.6758, -1.4124)  -0.41
F (-2.1601, 3.0822, -1.3313)  0.06
F (-2.3139, 1.2337, -2.7001)  0.09
F (-0.7392, 1.3809, -1.0136)  0.07
H (-6.8261, 1.3888, 3.8765)  0.06
H (-6.5702, 2.9966, 3.0665)  0.06
H (-5.7307, 1.5074, 2.4280)  0.04
H (-8.8794, 2.0841, 2.4952)  0.11
H (-8.8204, 2.9173, 0.2390)  0.06
H (-7.5944, 3.8209, 1.2534)  0.06
H (-6.9865, 2.5651, -0.0202)  0.06
H (-8.9286, 0.3513, 0.4596)  0.08
H (-8.8657, -0.2696, 2.1874)  0.08
H (-6.9587, 0.5584, -0.7369)  0.08
H (-6.7053, -1.2407, -0.9230)  0.08
H (-4.4888, -1.3244, 0.0826)  0.13
H (-4.7531, 0.2636, 0.9529)  0.08
H (-2.6440, 0.2880, 0.2588)  0.14
H (-3.4570, 1.9194, 0.2933)  0.14
O (-8.3754, 1.9716, 6.8390)  0.10
C (-7.2527, 2.0056, 7.2769)  -0.52
O (-6.2909, 1.2420, 6.7283)  0.00
C (-4.9013, 1.3302, 7.0567)  -0.23
C (-4.5791, 0.5185, 8.2952)  -0.07
C (-6.9244, 2.8313, 8.4922)  -0.01
H (-4.5867, 2.3729, 7.1445)  0.12
H (-4.3608, 0.9151, 6.2041)  0.13
H (-5.1147, 0.8889, 9.1704)  0.06
H (-3.5083, 0.5481, 8.5060)  0.08
H (-4.8824, -0.5212, 8.1551)  0.08
H (-7.2166, 2.2790, 9.3867)  0.10
H (-7.4915, 3.7612, 8.4404)  0.09
H (-5.8792, 3.1171, 8.5658)  0.06
O (-2.3670, -2.6502, -1.6602)  0.11
C (-1.6886, -2.6155, -2.6545)  -0.51
O (-1.5415, -3.7188, -3.4122)  0.00
C (-0.9001, -3.7320, -4.6928)  -0.23
C (0.6043, -3.8465, -4.5500)  -0.07
C (-0.9228, -1.3747, -3.0235)  0.02
H (-1.1997, -2.8656, -5.2878)  0.11
H (-1.2810, -4.6117, -5.2150)  0.12
H (1.0225, -2.9913, -4.0153)  0.07
H (1.0801, -3.9091, -5.5303)  0.09
H (0.8642, -4.7357, -3.9765)  0.05
H (-0.0022, -1.3398, -2.4388)  0.08
H (-1.5344, -0.5045, -2.7852)  0.06
H (-0.6855, -1.2989, -4.0832)  0.08
O (-5.9270, 4.8312, 10.1919)  0.09
C (-6.8286, 5.1768, 10.9126)  -0.53
O (-7.7476, 6.0505, 10.4668)  0.00
C (-8.9450, 6.3951, 11.1743)  -0.23
C (-8.6822, 7.4803, 12.1988)  -0.07
C (-6.8962, 4.7079, 12.3411)  0.01
H (-9.4082, 5.5076, 11.6116)  0.12
H (-9.6437, 6.7700, 10.4244)  0.13
H (-7.9723, 7.1533, 12.9594)  0.07
H (-9.6097, 7.7735, 12.6938)  0.08
H (-8.2472, 8.3581, 11.7167)  0.08
H (-6.2275, 5.3188, 12.9483)  0.10
H (-6.5679, 3.6678, 12.3777)  0.09
H (-7.8969, 4.7273, 12.7679)  0.07
O (5.0906, -1.2167, -2.4647)  0.09
C (4.2271, -0.8625, -1.6988)  -0.53
O (3.2813, -0.0005, -2.1040)  0.00
C (2.1218, 0.3482, -1.3318)  -0.24
C (2.4379, 1.4483, -0.3395)  -0.06
C (4.2415, -1.3099, -0.2621)  0.01
H (1.6894, -0.5353, -0.8563)  0.11
H (1.3790, 0.7098, -2.0436)  0.11
H (3.1929, 1.1349, 0.3829)  0.07
H (1.5395, 1.7436, 0.2041)  0.08
H (2.8394, 2.3214, -0.8581)  0.09
H (4.9401, -0.6872, 0.2977)  0.10
H (4.5764, -2.3481, -0.2282)  0.09
H (3.2662, -1.2877, 0.2195)  0.07
O (2.0363, -6.6258, -4.5517)  0.09
C (3.1709, -6.5469, -4.1491)  -0.52
O (4.1424, -7.2768, -4.7251)  0.00
C (5.5394, -7.1309, -4.4371)  -0.23
C (5.9305, -7.9230, -3.2061)  -0.07
C (3.5060, -5.7026, -2.9489)  0.02
H (5.8136, -6.0761, -4.3622)  0.12
H (6.0713, -7.5274, -5.3039)  0.12
H (5.4065, -7.5709, -2.3170)  0.07
H (7.0045, -7.8487, -3.0273)  0.08
H (5.6660, -8.9749, -3.3335)  0.08
H (3.2636, -6.2594, -2.0431)  0.10
H (2.9019, -4.7946, -2.9868)  0.08
H (4.5436, -5.3771, -2.9106)  0.07
O (10.3604, -4.3660, -3.1691)  0.08
C (10.1250, -3.2710, -3.6212)  -0.53
O (9.2991, -2.4371, -2.9671)  0.00
C (9.0836, -1.0617, -3.3217)  -0.22
C (8.0431, -0.9355, -4.4142)  -0.06
C (10.6784, -2.8545, -4.9568)  0.01
H (10.0266, -0.5734, -3.5811)  0.11
H (8.7190, -0.5685, -2.4185)  0.12
H (8.3604, -1.4316, -5.3310)  0.05
H (7.8462, 0.1138, -4.6394)  0.08
H (7.1101, -1.4102, -4.1033)  0.07
H (10.0552, -3.2725, -5.7476)  0.10
H (11.6917, -3.2500, -5.0480)  0.09
H (10.7587, -1.7779, -5.0877)  0.06
O (9.5369, -0.7163, -7.4162)  0.10
C (9.2998, 0.3792, -7.8616)  -0.52
O (8.4738, 1.2084, -7.2015)  0.00
C (8.2574, 2.5819, -7.5506)  -0.23
C (7.2131, 2.7115, -8.6407)  -0.06
C (9.8500, 0.8035, -9.1964)  0.01
H (9.1993, 3.0708, -7.8106)  0.11
H (7.8949, 3.0720, -6.6453)  0.12
H (7.5275, 2.2179, -9.5609)  0.07
H (7.0166, 3.7622, -8.8609)  0.08
H (6.2807, 2.2363, -8.3295)  0.09
H (9.2250, 0.3879, -9.9874)  0.10
H (10.8630, 0.4093, -9.2921)  0.09
H (9.9287, 1.8815, -9.3218)  0.07

HOMO-LUMO gap in eV: 2.741
Total charge: -1
Molar mass in u: 815.0



[3]
Below is a structure of composition C38H26IN6O7PbS2 at a distorted geometry, with properties calculated with ωB97M-V/def2-TZVPD.

Last column: Löwdin charge in e.
Atoms and positions in Å:
Pb (-0.4955, 0.6691, 0.4640)  1.15
I (-2.5436, 2.3895, 2.0773)  1.09
C (-2.9280, 3.7007, 0.4835)  -0.59
C (-3.6805, 4.8163, 0.7101)  -0.13
C (-4.0279, 5.6472, -0.3745)  -0.06
C (-3.6572, 5.3171, -1.6449)  -0.02
C (-2.8887, 4.1552, -1.8953)  -0.15
C (-2.5774, 3.7671, -3.2304)  0.01
C (-1.9024, 2.6068, -3.4962)  0.02
C (-1.4796, 1.9422, -2.3454)  -0.18
C (-1.6545, 2.1958, -1.0484)  -0.23
C (-2.4665, 3.3439, -0.8079)  -0.24
H (-4.0249, 5.0615, 1.7032)  0.10
H (-4.6192, 6.5323, -0.1892)  0.11
H (-3.9619, 5.9304, -2.4810)  0.12
H (-2.9274, 4.3830, -4.0466)  0.12
H (-1.7100, 2.2610, -4.5005)  0.13
H (-1.6188, -0.1515, -2.2560)  0.08
O (4.6316, -5.6699, -2.7981)  0.09
N (4.5558, -5.6307, -1.5879)  -0.35
O (5.0780, -6.4110, -0.8264)  0.10
C (3.8185, -4.5033, -0.9926)  -0.08
C (4.2865, -4.0410, 0.1810)  0.07
C (3.6967, -2.8874, 0.7780)  -0.13
C (4.2123, -2.3651, 1.9757)  0.01
C (3.6756, -1.2144, 2.4809)  -0.03
C (2.6519, -0.5988, 1.7528)  -0.15
N (2.1252, -1.0744, 0.6457)  0.07
C (2.6127, -2.2357, 0.1569)  -0.14
C (2.0239, -2.8429, -1.0335)  -0.14
N (0.8481, -2.3578, -1.4817)  0.14
C (0.2916, -2.9604, -2.5120)  -0.13
C (0.8713, -4.0151, -3.2204)  -0.03
C (2.0647, -4.5158, -2.7836)  0.02
C (2.6572, -3.9546, -1.6383)  -0.06
H (5.1282, -4.5267, 0.6549)  0.14
H (5.0279, -2.8738, 2.4719)  0.13
H (4.0346, -0.7676, 3.3958)  0.11
H (2.2505, 0.3479, 2.0952)  0.07
H (-0.6950, -2.6259, -2.7952)  0.10
H (0.3751, -4.4244, -4.0870)  0.11
H (2.5398, -5.3356, -3.2974)  0.11
N (-0.9411, -2.0373, 3.3927)  0.12
C (-0.4231, -0.9441, 4.0006)  -0.70
N (-0.1034, 0.1416, 3.3684)  -0.01
C (0.4181, 1.0819, 4.2469)  -0.36
C (0.8778, 2.3476, 3.8933)  -0.06
C (1.3868, 3.1720, 4.8791)  -0.08
C (1.4483, 2.7519, 6.2072)  -0.08
C (1.0073, 1.4929, 6.5721)  -0.08
C (0.4981, 0.6684, 5.5819)  -0.47
S (-0.1187, -0.9570, 5.7232)  1.10
H (-1.4025, -1.8998, 2.5040)  0.07
H (-1.3151, -2.7707, 3.9707)  0.10
H (0.8330, 2.6734, 2.8630)  0.08
H (1.7423, 4.1581, 4.6167)  0.11
H (1.8459, 3.4144, 6.9605)  0.11
H (1.0611, 1.1638, 7.5991)  0.11
C (-3.6517, -2.6333, 0.3144)  -0.02
O (-2.6363, -1.6665, 0.6714)  -0.15
C (-2.1764, -0.8277, -0.2688)  -0.53
O (-2.5721, -0.9029, -1.4318)  -0.01
H (-3.2392, -3.6275, 0.4770)  0.10
H (-3.9431, -2.5138, -0.7256)  0.09
H (-4.5038, -2.4681, 0.9704)  0.10
O (0.0694, -0.0975, -6.9132)  -0.24
S (0.4419, -0.8536, -5.7679)  0.69
O (0.6341, -2.2621, -5.8110)  -0.25
N (-0.7224, -0.5203, -4.5497)  0.11
C (-0.1461, 0.1390, -3.6419)  -0.33
O (-0.8676, 0.5120, -2.5041)  -0.01
C (1.2762, 0.4635, -3.7077)  -0.13
C (2.1079, 1.0886, -2.7959)  0.02
C (3.4537, 1.1877, -3.1240)  -0.04
C (3.9426, 0.6681, -4.3183)  -0.03
C (3.1064, 0.0226, -5.2278)  0.00
C (1.7746, -0.0640, -4.8943)  -0.20
H (1.7338, 1.4715, -1.8551)  0.11
H (4.1339, 1.6690, -2.4367)  0.12
H (4.9959, 0.7580, -4.5437)  0.12
H (3.4899, -0.3953, -6.1458)  0.13

HOMO-LUMO gap in eV: 7.424
Total charge: +1
Molar mass in u: 1076.9
Relative energy (zero: lowest compared OMol25 entry of this formula, charge and spin) in kcal/mol: 64.3



[4]
Below is an isolated molecule of C5H8O2 at a distorted geometry, with properties calculated with ωB97M-V/def2-TZVPD.

Last column: natural (NBO) charge in e.
Atoms and positions in Å:
C (0.5986, -1.5396, 0.8253)  -0.62
C (0.1074, -0.2374, 0.2367)  -0.10
C (-0.7498, 0.8089, 0.8551)  -0.07
O (-1.4699, 0.9709, -0.4031)  -0.53
C (-0.6880, -0.0965, -1.0060)  0.04
C (0.6697, 0.4645, -1.1160)  0.04
O (0.7841, 1.8211, -1.3384)  -0.69
H (-0.2659, -2.1440, 1.1397)  0.22
H (1.1522, -2.1544, 0.1015)  0.22
H (1.2391, -1.4017, 1.7012)  0.22
H (-0.2103, 1.7211, 1.1496)  0.18
H (-1.3956, 0.4600, 1.6605)  0.18
H (-1.2348, -0.7860, -1.6388)  0.20
H (1.5877, -0.0517, -0.9383)  0.23
H (-0.1246, 2.1648, -1.2291)  0.49

SMILES: C[C@]12CO[C@H]1[C@H]2O
HOMO-LUMO gap in eV: 9.527
Total charge: 0
Molar mass in u: 100.1
Relative energy (zero: lowest compared OMol25 entry of this formula, charge and spin) in kcal/mol: 83.2